Record 1
Here is a single C23H27BrN4O2S molecule from the Open Molecules 2025 dataset. Energies are from ωB97M-V/def2-TZVPD.

Each line ends with the Mulliken charge.
Cartesian coordinates (Å):
C (7.8054, 2.3327, -2.1415)  -1.326
C (6.3582, 2.2070, -1.6811)  -0.370
C (6.1289, 0.9329, -0.8730)  -0.173
C (4.6669, 0.8241, -0.4158)  -1.257
N (4.3031, -0.3535, 0.3550)  0.325
C (4.9876, -0.4377, 1.6286)  -1.277
C (4.3509, -1.6115, -0.3750)  -0.590
C (3.2240, -1.6929, -1.4102)  -1.138
N (1.9653, -1.3718, -0.7854)  -0.100
C (0.9394, -2.2470, -0.7006)  0.344
O (0.9164, -3.3039, -1.3034)  -0.679
C (-0.1984, -1.7860, 0.1526)  0.764
C (-0.0122, -1.0372, 1.3098)  -0.478
C (-1.1008, -0.6439, 2.0660)  -0.828
C (-2.3884, -0.9908, 1.6823)  0.940
C (-3.5798, -0.5384, 2.4858)  -1.726
N (-4.5608, 0.1343, 1.6410)  0.116
C (-4.2548, 1.3836, 1.1787)  0.155
S (-2.8788, 2.1918, 1.5742)  -0.338
N (-5.1559, 1.9899, 0.3548)  -0.076
C (-6.3428, 1.4310, -0.0339)  0.272
C (-7.2293, 2.0965, -0.8829)  -0.842
C (-8.4155, 1.4957, -1.2432)  -0.386
C (-8.7259, 0.2270, -0.7602)  -0.087
Br (-10.3685, -0.5803, -1.2684)  -0.189
C (-7.8626, -0.4471, 0.0782)  -0.597
C (-6.6629, 0.1555, 0.4465)  0.304
C (-5.7339, -0.5531, 1.3385)  1.035
O (-5.9505, -1.6536, 1.7926)  -0.660
C (-2.5732, -1.7616, 0.5404)  -0.253
C (-1.4873, -2.1609, -0.2129)  -1.041
H (7.9467, 3.2459, -2.7146)  0.395
H (8.0814, 1.4879, -2.7691)  0.328
H (8.4776, 2.3570, -1.2864)  0.331
H (5.6993, 2.2054, -2.5527)  0.338
H (6.0950, 3.0738, -1.0702)  0.307
H (6.3891, 0.0692, -1.4886)  0.197
H (6.7875, 0.9373, -0.0023)  0.289
H (4.4265, 1.6940, 0.2044)  0.427
H (4.0189, 0.8629, -1.2947)  0.271
H (6.0449, -0.7245, 1.5422)  0.370
H (4.9284, 0.5285, 2.1272)  0.373
H (4.4845, -1.1785, 2.2511)  0.386
H (4.1991, -2.4107, 0.3550)  0.547
H (5.3179, -1.7893, -0.8703)  0.286
H (3.1454, -2.7078, -1.8057)  0.458
H (3.4093, -1.0072, -2.2436)  0.351
H (1.9785, -0.5443, -0.2091)  0.224
H (0.9817, -0.7711, 1.6401)  0.496
H (-0.9500, -0.0535, 2.9574)  0.345
H (-3.2687, 0.1506, 3.2746)  0.468
H (-4.0926, -1.3988, 2.9251)  0.455
H (-4.9003, 2.9139, 0.0307)  0.286
H (-6.9809, 3.0796, -1.2523)  0.391
H (-9.1060, 2.0041, -1.8980)  0.425
H (-8.0882, -1.4307, 0.4606)  0.564
H (-3.5708, -2.0567, 0.2477)  0.411
H (-1.6181, -2.7678, -1.0959)  0.439

Atoms 1-2, force components in eV/Å:
-0.2 0.1 0.0
0.2 -0.2 0.1

Values from the calculation:
E_LUMO = -0.2 eV
SMILES = CCCCN(C)CCNC(=O)c1ccc(Cn2c(=S)[nH]c3ccc(Br)cc3c2=O)cc1
E_HOMO = -8.51 eV
E = -115224.42142 eV
frontier orbital gap = 8.33 eV
total charge = 0


Record 2
Here is a single C23H27ClN2O2S molecule from the Open Molecules 2025 dataset. Energies are from ωB97M-V/def2-TZVPD.

Each line ends with the Mulliken charge.
Cartesian coordinates (Å):
C (2.5642, -1.9510, 2.1431)  -1.330
N (1.6090, -2.2647, 1.0986)  0.823
C (2.2623, -2.8349, -0.0777)  -1.301
C (1.3372, -2.7804, -1.2632)  0.326
C (1.0126, -1.5511, -1.8257)  -0.108
C (0.1311, -1.4729, -2.8882)  -0.401
C (-0.4401, -2.6251, -3.4033)  -0.523
C (-0.1170, -3.8540, -2.8557)  -0.671
C (0.7665, -3.9300, -1.7919)  -0.261
C (0.5298, -3.1040, 1.5964)  -0.981
C (-0.6257, -2.2597, 2.1701)  0.165
O (-1.5284, -3.0615, 2.8859)  -0.601
C (-1.2816, -1.4838, 1.0212)  0.726
O (-1.9872, -0.3758, 1.5317)  -0.520
C (-2.0433, 0.7468, 0.7645)  -0.084
C (-2.3098, 1.9428, 1.4290)  -0.613
C (-2.2678, 3.1409, 0.7482)  -0.731
C (-1.9726, 3.1792, -0.6092)  0.721
C (-1.7059, 4.4809, -1.3225)  -1.460
N (-0.3092, 4.6534, -1.7075)  -0.265
C (0.6326, 4.8061, -0.6158)  -1.156
C (0.8602, 3.5860, 0.2352)  0.485
C (1.1655, 2.3204, -0.1596)  -0.805
C (1.2708, 1.3969, 0.9053)  -0.031
C (1.0529, 1.9863, 2.1087)  0.441
Cl (1.0687, 1.2276, 3.6380)  -0.225
S (0.7203, 3.6807, 1.9623)  -0.212
C (-1.8122, 1.9763, -1.2824)  -0.404
C (-1.8458, 0.7674, -0.6129)  0.002
H (3.1018, -2.8409, 2.5045)  0.380
H (3.2928, -1.2343, 1.7656)  0.347
H (2.0401, -1.4988, 2.9817)  0.335
H (3.1466, -2.2259, -0.2861)  0.524
H (2.5972, -3.8709, 0.1001)  0.363
H (1.4600, -0.6533, -1.4260)  0.200
H (-0.1091, -0.5121, -3.3200)  0.455
H (-1.1304, -2.5652, -4.2317)  0.417
H (-0.5538, -4.7570, -3.2567)  0.402
H (1.0196, -4.8948, -1.3736)  0.419
H (0.8775, -3.7953, 2.3796)  0.267
H (0.1298, -3.6999, 0.7708)  0.293
H (-0.2450, -1.5402, 2.8998)  0.049
H (-1.9992, -3.6345, 2.2691)  0.405
H (-1.9614, -2.1469, 0.4631)  0.185
H (-0.4810, -1.1540, 0.3509)  -0.561
H (-2.5066, 1.9092, 2.4888)  0.467
H (-2.4334, 4.0639, 1.2851)  0.325
H (-2.2921, 4.5387, -2.2451)  0.390
H (-1.9797, 5.3263, -0.6865)  0.416
H (-0.0237, 3.8822, -2.3023)  0.330
H (1.5861, 5.1140, -1.0630)  0.324
H (0.2808, 5.6228, 0.0197)  0.432
H (1.3052, 2.0413, -1.1895)  0.489
H (1.4834, 0.3490, 0.7943)  0.138
H (-1.6362, 1.9829, -2.3500)  0.465
H (-1.7067, -0.1491, -1.1654)  0.737

Atoms 1-2, force components in eV/Å:
0.0 0.0 0.0
0.1 -0.1 -0.1

Values from the calculation:
E_LUMO = 0.6 eV
SMILES = CN(Cc1ccccc1)C[C@H](O)COc1ccc(CNCc2ccc(Cl)s2)cc1
E_HOMO = -7.88 eV
E = -54721.29888 eV
frontier orbital gap = 8.51 eV
total charge = 0


Record 3
Here is a single C23H27ClN4O3 molecule from the Open Molecules 2025 dataset. Energies are from ωB97M-V/def2-TZVPD.

Each line ends with the Mulliken charge.
Cartesian coordinates (Å):
O (-0.7448, -4.5740, 0.3457)  -0.694
C (-0.7587, -3.3785, 0.5607)  0.288
C (-1.9536, -2.5033, 0.1680)  -0.249
C (-2.4105, -1.5189, 1.2577)  -1.742
N (-2.3802, -0.1319, 0.8170)  0.313
C (-1.2469, 0.5831, 0.9831)  0.397
O (-0.2145, 0.0962, 1.4185)  -0.798
C (-1.3060, 2.0355, 0.5557)  0.389
O (-2.5796, 2.6287, 0.6478)  -0.519
C (-3.6002, 1.8507, 0.1826)  0.225
C (-4.7441, 2.4660, -0.3024)  -0.700
C (-5.7950, 1.7005, -0.7751)  -0.441
C (-5.6955, 0.3206, -0.7824)  -0.933
C (-4.5639, -0.3020, -0.2831)  -0.446
C (-3.5170, 0.4541, 0.2270)  0.919
N (0.2508, -2.7035, 1.1313)  0.065
C (1.5001, -3.3292, 1.4885)  -0.946
C (2.5254, -3.3217, 0.3334)  -1.151
N (2.8921, -2.0412, -0.2232)  0.024
C (1.9631, -1.4397, -1.1546)  0.246
C (2.7144, -0.3700, -1.9620)  -1.484
N (3.2351, 0.6433, -1.0690)  0.091
C (2.5259, 1.7940, -0.8075)  1.230
C (1.8695, 2.4736, -1.8467)  -0.576
C (1.2288, 3.6739, -1.6260)  -0.714
C (1.2131, 4.2598, -0.3702)  -0.553
C (1.8553, 3.5920, 0.6574)  -0.292
Cl (1.8367, 4.2741, 2.2526)  -0.224
C (2.4953, 2.3839, 0.4633)  -0.242
C (4.0973, 0.0355, -0.0794)  -1.579
C (3.3629, -1.0472, 0.7209)  -0.028
H (-1.6590, -1.9456, -0.7255)  0.401
H (-2.7606, -3.1789, -0.1167)  0.405
H (-1.7549, -1.5876, 2.1297)  0.609
H (-3.4262, -1.7421, 1.5863)  0.723
H (-0.9234, 2.1004, -0.4778)  -0.053
H (-0.6385, 2.6161, 1.1955)  0.052
H (-4.7875, 3.5430, -0.2961)  0.454
H (-6.6833, 2.1840, -1.1499)  0.383
H (-6.5019, -0.2808, -1.1718)  0.408
H (-4.5022, -1.3776, -0.2971)  0.380
H (0.1898, -1.6954, 1.2410)  0.231
H (1.2932, -4.3711, 1.7475)  0.520
H (1.9068, -2.8130, 2.3604)  0.428
H (2.1324, -3.9351, -0.4803)  0.473
H (3.4416, -3.7934, 0.7046)  0.415
H (1.5776, -2.2102, -1.8250)  0.635
H (1.1137, -0.9470, -0.6499)  -0.278
H (2.0454, 0.0677, -2.6995)  0.445
H (3.5571, -0.8389, -2.4797)  0.379
H (1.8883, 2.0738, -2.8485)  0.416
H (0.7413, 4.1742, -2.4498)  0.395
H (0.7178, 5.2002, -0.1949)  0.449
H (2.9511, 1.9044, 1.3126)  0.299
H (4.5193, 0.7979, 0.5731)  0.543
H (4.9189, -0.4426, -0.6243)  0.389
H (4.0530, -1.5214, 1.4216)  0.503
H (2.5352, -0.5851, 1.2849)  0.122

Atoms 1-2, force components in eV/Å:
0.0 -0.4 -0.1
-0.4 0.4 -0.1

Values from the calculation:
E_LUMO = 0.6 eV
SMILES = O=C(CCN1C(=O)COc2ccccc21)NCCN1CCN(c2cccc(Cl)c2)CC1
E_HOMO = -7.73 eV
ΔE to the lowest compared entry with this formula, charge and spin = 1.036 eV
E = -48915.69929 eV
frontier orbital gap = 8.35 eV
total charge = 0


Record 4
Here is a single C23H27F2N3O4S molecule in a non-equilibrium geometry from the Open Molecules 2025 dataset. Energies are from ωB97M-V/def2-TZVPD.

Each line ends with the Mulliken charge.
Cartesian coordinates (Å):
C (-4.1883, -0.9715, 0.6350)  -1.654
H (-4.4422, -1.6190, 1.4706)  0.456
H (-4.1283, -1.5667, -0.2705)  0.267
H (-4.9786, -0.2338, 0.5103)  0.442
C (-2.8699, -0.2652, 0.9419)  0.216
N (-2.4881, 0.7060, -0.0943)  0.849
C (-2.4257, 0.3753, -1.4013)  0.590
O (-2.6555, -0.7550, -1.8111)  -0.717
C (-1.9704, 1.4277, -2.3793)  -0.934
H (-2.3902, 2.4135, -2.2074)  0.414
H (-2.2283, 1.0862, -3.3809)  0.576
S (-0.1220, 1.6879, -2.4295)  0.187
O (0.2316, 2.4330, -1.2114)  -0.516
C (0.3685, -0.0586, -2.0490)  0.629
C (1.8767, -0.1777, -1.8760)  -0.132
O (2.5367, -0.9508, -2.5337)  -0.696
N (2.3358, 0.6360, -0.8930)  0.355
C (3.6481, 0.7940, -0.4408)  0.306
C (4.6828, -0.0633, -0.8054)  -0.243
C (5.9556, 0.1397, -0.3054)  -0.641
C (6.1831, 1.1959, 0.5569)  0.300
C (5.1694, 2.0590, 0.9340)  -0.633
C (3.9005, 1.8524, 0.4314)  -0.457
H (3.0947, 2.5170, 0.7074)  0.432
H (5.3798, 2.8744, 1.6075)  0.437
F (7.4270, 1.3936, 1.0449)  -0.333
H (6.7685, -0.5133, -0.5795)  0.428
H (4.4895, -0.8781, -1.4824)  0.479
H (1.6856, 1.3439, -0.5547)  -0.112
H (0.0363, -0.6884, -2.8711)  0.584
H (-0.1191, -0.3515, -1.1200)  -0.505
C (-2.1427, 1.9865, 0.4163)  -0.720
C (-1.0533, 2.1233, 1.2692)  0.122
C (-0.7291, 3.3589, 1.7960)  -0.847
C (-1.4904, 4.4738, 1.4877)  -0.551
C (-2.5948, 4.3532, 0.6640)  -0.757
C (-2.9137, 3.1117, 0.1493)  0.454
F (-4.0084, 2.9907, -0.6393)  -0.334
H (-3.2173, 5.1993, 0.4201)  0.480
H (-1.2307, 5.4389, 1.8933)  0.404
H (0.1250, 3.4508, 2.4482)  0.446
H (-0.4689, 1.2510, 1.5188)  0.464
H (-3.0018, 0.3185, 1.8597)  0.486
C (-1.7290, -1.2612, 1.2619)  0.193
O (-1.1928, -1.2252, 2.3536)  -0.704
N (-1.4114, -2.0967, 0.2671)  0.300
H (-1.9410, -2.0261, -0.5960)  0.361
C (-0.4728, -3.2192, 0.3768)  1.381
C (0.9164, -2.7129, 0.7742)  -1.567
H (1.3398, -2.0863, -0.0075)  0.277
H (0.8545, -2.1423, 1.6962)  0.365
H (1.5825, -3.5564, 0.9312)  0.519
C (-0.4163, -3.8906, -0.9933)  -1.754
H (-1.4048, -4.2290, -1.2967)  0.437
H (0.2459, -4.7509, -0.9558)  0.460
H (-0.0356, -3.2012, -1.7434)  0.265
C (-0.9972, -4.1975, 1.4321)  -1.794
H (-1.9906, -4.5491, 1.1612)  0.367
H (-0.3333, -5.0531, 1.5145)  0.459
H (-1.0516, -3.7017, 2.3974)  0.415

Atoms 1-2, force components in eV/Å:
0.1 0.0 0.0
0.0 0.0 0.1

Values from the calculation:
E_LUMO = 0.4 eV
E_HOMO = -8.49 eV
ΔE to the lowest compared entry with this formula, charge and spin = 0.171 eV
E = -53221.00027 eV
frontier orbital gap = 8.90 eV
total charge = 0